{"formula": "C7H6N2O", "method": "wB97M-V/def2-TZVPD", "total_charge": 0, "lumo_ev": [-0.199, -0.198], "fmax_ha_per_bohr": 0.0840, "multiplicity": 1, "homo_lumo_gap_ev": [7.40, 7.40], "symbols": ["C", "C", "C", "C", "C", "C", "C", "N", "N", "O", "H", "H", "H", "H", "H", "H"], "positions_angstrom": [[0.2546, 1.6012, 0.1805], [1.4604, 1.2293, -0.1770], [-1.7579, 0.0849, -1.1139], [-0.9485, -0.9978, -0.7975], [-0.7768, 0.6101, 0.6867], [2.1293, 0.1070, -0.2591], [0.6955, -1.2143, 0.9668], [-1.6834, 1.0128, -0.2262], [-0.4158, -0.7260, 0.3803], [3.1450, -0.4203, -0.5243], [0.0286, 2.6616, 0.2065], [-2.2827, 0.1465, -2.0353], [-0.9245, -1.8590, -1.5553], [-0.8372, 0.8326, 1.7313], [0.8716, -0.8051, 1.9536], [1.0417, -2.2635, 0.5827]]}

***

{"formula": "C7H6N2O3", "method": "wB97M-V/def2-TZVPD", "total_charge": 0, "lumo_ev": 0.673, "fmax_ha_per_bohr": 0.0804, "smiles": "C1=NO[C@@]2(C1)OCc1cnoc12", "multiplicity": 1, "homo_lumo_gap_ev": 10.19, "symbols": ["C", "N", "O", "C", "C", "O", "C", "C", "C", "N", "O", "C", "H", "H", "H", "H", "H", "H"], "positions_angstrom": [[-2.0833, 0.8006, -1.9093], [-2.6152, -0.2255, -1.4175], [-1.8541, -0.8439, -0.5539], [-0.5696, 0.1076, -0.3827], [-0.6767, 1.0330, -1.4831], [-0.7743, 0.7661, 0.8322], [0.0810, 0.2030, 1.9441], [1.0924, -0.4951, 1.2337], [2.3332, -1.1816, 1.2750], [2.6348, -1.7439, 0.1197], [1.6342, -1.4346, -0.7135], [0.6998, -0.7004, -0.0310], [-2.6714, 1.4353, -2.5710], [0.1336, 0.9234, -2.2265], [-0.4447, 2.1279, -1.2753], [-0.2476, -0.4926, 2.6467], [0.3282, 1.0393, 2.4382], [2.9998, -1.3188, 2.0742]]}

***

{"formula": "C7H6N2O3", "method": "wB97M-V/def2-TZVPD", "total_charge": 0, "lumo_ev": [0.721, -3.418], "fmax_ha_per_bohr": 0.1660, "s2": 2.04, "multiplicity": 3, "homo_lumo_gap_ev": [7.41, 6.90], "symbols": ["C", "C", "C", "C", "C", "C", "C", "N", "N", "O", "O", "O", "H", "H", "H", "H", "H", "H"], "positions_angstrom": [[-0.8362, -2.7116, -1.3560], [-0.4045, -2.8562, -0.0467], [-0.7330, -1.4847, -1.9921], [0.1265, -1.7763, 0.6278], [-0.2251, -0.3862, -1.3226], [0.2025, -0.5317, -0.0029], [0.8139, 3.9125, 1.8827], [0.7150, 0.4848, 0.7884], [0.4542, 1.6779, 0.6340], [1.3183, 4.5414, 2.7491], [-0.1505, 2.3164, -0.1836], [1.0489, 2.5573, 1.7648], [-1.2508, -3.5563, -1.8847], [-0.4833, -3.8133, 0.4469], [-1.0600, -1.3824, -3.0161], [0.4695, -1.8519, 1.6475], [-0.1487, 0.5669, -1.8228], [0.1434, 4.2932, 1.0862]]}

***

{"formula": "C7H6N3O2", "method": "wB97M-V/def2-TZVPD", "total_charge": -1, "lumo_ev": [2.795, 2.905], "fmax_ha_per_bohr": 0.0846, "multiplicity": 1, "homo_lumo_gap_ev": [6.14, 7.90], "symbols": ["C", "C", "C", "C", "C", "C", "C", "N", "N", "N", "O", "O", "H", "H", "H", "H", "H", "H"], "positions_angstrom": [[1.9397, -0.8299, 0.1478], [0.6904, -0.2880, 0.0183], [-0.1682, -1.3818, 0.3402], [-0.4365, 2.0886, 1.1317], [-2.3746, -2.5870, 0.3822], [0.2965, 0.8877, -0.7112], [-1.5496, -1.4530, 0.2559], [1.8849, -2.0667, 0.6652], [0.1207, 2.1021, -0.0027], [0.6679, -2.3825, 0.7617], [-3.6071, -2.6282, 0.2627], [-1.6251, -3.7493, 0.3822], [2.9355, -0.3615, 0.1589], [-0.4591, 2.8855, 1.8648], [0.9511, 1.0320, -1.4782], [-0.6453, 0.6602, -1.2056], [-2.1387, -0.7385, -0.2173], [-0.6580, -3.5355, 0.2483]]}

***

{"formula": "C7H6N4", "method": "wB97M-V/def2-TZVPD", "total_charge": 0, "lumo_ev": 0.452, "fmax_ha_per_bohr": 0.0814, "smiles": "CC(=C=N)C#N.N#CCC#N", "multiplicity": 1, "homo_lumo_gap_ev": 9.37, "symbols": ["C", "C", "C", "N", "C", "N", "H", "H", "H", "H", "N", "C", "C", "C", "N", "H", "H"], "positions_angstrom": [[0.5032, -2.8259, -0.3827], [-0.3885, -1.6511, -0.6442], [-1.5132, -1.3273, -0.0030], [-2.6318, -1.0846, 0.3768], [0.0241, -0.6747, -1.6096], [0.4039, 0.0039, -2.4623], [0.5547, -2.9727, 0.6326], [1.4377, -2.7320, -0.9567], [0.1422, -3.8067, -0.7145], [-2.8171, -0.4761, 1.2102], [-0.0694, 4.6921, 1.4539], [0.3123, 3.7598, 0.9479], [0.9098, 2.4876, 0.3683], [0.4537, 1.3103, 1.0172], [-0.0063, 0.3008, 1.2527], [1.9595, 2.6938, 0.2385], [0.7251, 2.3027, -0.7251]]}

***

{"formula": "C7H6N4", "method": "wB97M-V/def2-TZVPD", "total_charge": 0, "lumo_ev": -1.594, "fmax_ha_per_bohr": 0.1755, "multiplicity": 1, "homo_lumo_gap_ev": 8.00, "symbols": ["C", "C", "C", "C", "C", "C", "C", "H", "H", "H", "H", "H", "H", "N", "N", "N", "N"], "positions_angstrom": [[-2.7247, 0.7838, -1.4528], [-1.6096, 0.5023, -0.4644], [0.2463, 0.1813, 1.2968], [2.4553, -0.3712, 1.6500], [2.5856, -0.8685, 0.2737], [1.5127, -0.9687, -0.5136], [0.3957, -0.3493, -0.0254], [-1.9049, 1.2666, -2.5700], [-3.6280, 1.7266, -0.7838], [-3.4124, -0.4607, -1.6685], [3.3902, -0.2974, 2.4301], [3.5800, -1.4406, -0.0850], [1.4992, -0.9378, -1.7075], [-1.9207, 0.8752, 0.6638], [-1.1572, 0.4766, 1.6824], [1.2689, 0.0524, 2.2509], [-0.5764, -0.1706, -0.9767]]}

***

{"formula": "C7H6N6O", "method": "wB97M-V/def2-TZVPD", "total_charge": 0, "lumo_ev": -1.078, "fmax_ha_per_bohr": 0.0541, "smiles": "Cc1cc(-n2cnnn2)nnc1C=O", "multiplicity": 1, "homo_lumo_gap_ev": 9.08, "symbols": ["C", "C", "C", "C", "N", "C", "N", "N", "N", "N", "N", "C", "C", "O", "H", "H", "H", "H", "H", "H"], "positions_angstrom": [[-0.3436, -0.2206, 2.5895], [-0.4626, -0.4190, 1.0862], [0.1882, 0.4624, 0.2251], [0.2166, 0.2702, -1.1599], [0.9119, 1.1229, -2.0367], [1.6880, 2.2228, -1.6861], [2.3436, 2.6202, -2.7380], [1.9698, 1.7672, -3.7666], [1.0755, 0.9145, -3.3706], [-0.3700, -0.8433, -1.6834], [-1.0083, -1.6939, -0.8712], [-1.1321, -1.5049, 0.4597], [-1.9500, -2.5120, 1.1709], [-2.2938, -2.3328, 2.3143], [0.4049, 0.5665, 2.7902], [-1.2973, 0.1022, 3.0289], [-0.0285, -1.1504, 3.0650], [0.6866, 1.3180, 0.6649], [1.7748, 2.6625, -0.7357], [-2.3737, -3.3526, 0.6532]]}

***

{"formula": "C7H6NO4S", "method": "wB97M-V/def2-TZVPD", "total_charge": 1, "lumo_ev": -5.146, "fmax_ha_per_bohr": 0.0812, "multiplicity": 1, "homo_lumo_gap_ev": 8.54, "symbols": ["C", "C", "C", "C", "C", "C", "C", "N", "O", "O", "O", "O", "S", "H", "H", "H", "H", "H", "H"], "positions_angstrom": [[0.9517, 1.4524, 0.7711], [-1.8027, -1.0350, -0.3681], [-0.3391, 1.1853, 1.4516], [1.8138, 0.5035, 0.4062], [-0.6025, -1.6974, -0.2046], [2.9799, 0.9829, -0.3886], [-2.1437, 0.2837, 0.0441], [-1.3971, 0.9395, 0.8301], [2.9882, 1.9476, -1.0852], [2.5309, -1.9827, -0.0498], [0.1356, -1.4251, 0.8935], [-0.3532, -2.7056, -0.9886], [1.8831, -1.3238, 1.0455], [1.0950, 2.4415, 0.4191], [-2.6800, -1.3848, -0.9206], [-0.1950, 1.2018, 2.4900], [3.9961, 0.3207, -0.3381], [-3.0772, 0.7797, -0.2106], [0.3379, -3.2130, -0.5547]]}

***

{"formula": "C7H6NO7Pb", "method": "wB97M-V/def2-TZVPD", "total_charge": 1, "lumo_ev": [-3.631, -3.631], "fmax_ha_per_bohr": 0.0959, "multiplicity": 1, "homo_lumo_gap_ev": [6.22, 6.22], "symbols": ["O", "C", "Pb", "O", "C", "C", "O", "C", "O", "C", "O", "H", "N", "C", "C", "O", "O", "H", "H", "H", "H", "H"], "positions_angstrom": [[0.0343, 4.5859, -5.1044], [0.0482, 3.7298, -4.3423], [0.1565, 0.5134, -1.1715], [-0.4019, 3.5498, 0.8107], [-0.0976, 2.7760, 0.0259], [-0.0489, -1.5102, -2.5581], [-0.1079, -2.5972, -3.0089], [2.7997, 0.8432, -1.5322], [3.9224, 1.0211, -1.5739], [-2.5796, 0.7096, -1.2712], [-3.6174, 0.9701, -0.8977], [0.0524, -0.4599, -3.1859], [0.5703, -2.1870, 2.9497], [-0.5715, -1.1770, 2.7075], [-0.2820, -0.6134, 1.3509], [-1.0863, 0.2881, 0.9036], [0.7319, -1.0745, 0.7466], [0.6486, -2.8034, 2.1375], [0.4347, -2.7366, 3.8038], [1.4579, -1.6916, 3.0140], [-1.5206, -1.7415, 2.7097], [-0.5432, -0.3945, 3.4864]]}

***

{"formula": "C7H6O", "method": "wB97M-V/def2-TZVPD", "total_charge": 0, "lumo_ev": [-0.717, -0.745], "fmax_ha_per_bohr": 0.1252, "multiplicity": 1, "homo_lumo_gap_ev": [6.80, 6.92], "symbols": ["C", "C", "C", "C", "C", "C", "C", "O", "H", "H", "H", "H", "H", "H"], "positions_angstrom": [[2.5768, 0.3001, 0.0994], [1.4820, 1.1376, -0.0683], [2.0183, -1.0236, 0.0969], [0.2557, 0.3997, -0.1308], [-3.3348, -1.4088, 0.0984], [-2.7901, -0.3342, -0.2160], [-0.9494, 0.9214, 0.3396], [0.6834, -0.9470, -0.0425], [3.4806, 0.7469, 0.3599], [1.5687, 2.2092, -0.0726], [2.4287, -2.0702, -0.1108], [-3.7420, -2.3567, 0.5293], [-2.6019, 0.5158, -0.7257], [-1.0760, 1.9098, -0.1569]]}

***

{"formula": "C7H6O3", "method": "wB97M-V/def2-TZVPD", "total_charge": 0, "lumo_ev": -0.137, "fmax_ha_per_bohr": 0.1414, "smiles": "O=Cc1ccc(O)c(O)c1", "multiplicity": 1, "homo_lumo_gap_ev": 8.45, "symbols": ["O", "C", "C", "C", "C", "C", "O", "C", "O", "C", "H", "H", "H", "H", "H", "H"], "positions_angstrom": [[-3.1027, -0.8914, -0.2063], [-2.6109, 0.1797, -0.0588], [-1.1875, 0.3012, -0.0576], [-0.4343, 1.5077, -0.1648], [0.9368, 1.5292, -0.1338], [1.5391, 0.2660, -0.1161], [2.8776, 0.2082, 0.1063], [0.8031, -0.8246, -0.1415], [1.5260, -1.9596, -0.2148], [-0.5179, -0.9886, 0.3337], [-3.1504, 1.1840, 0.6067], [-0.9201, 2.3846, -0.2152], [1.5656, 2.3712, 0.0306], [3.1032, -0.8096, -0.2281], [0.6535, -2.6303, -0.2250], [-1.0811, -1.8278, 0.6846]]}

***

{"formula": "C7H6O3", "method": "wB97M-V/def2-TZVPD", "total_charge": 0, "lumo_ev": -0.447, "fmax_ha_per_bohr": 0.0817, "smiles": "CC1(C)Oc2c(c2=O)C1=O", "multiplicity": 1, "homo_lumo_gap_ev": 9.68, "symbols": ["C", "C", "C", "O", "C", "C", "C", "O", "C", "O", "H", "H", "H", "H", "H", "H"], "positions_angstrom": [[0.3897, 0.7702, 1.6262], [-0.2026, 0.0195, 0.4130], [-1.0607, -1.1831, 0.7582], [-0.9854, 0.8547, -0.4883], [-0.4061, 0.9208, -1.6644], [0.8283, 0.1606, -1.7120], [0.3823, 0.7432, -2.8830], [0.4520, 1.1946, -3.9578], [1.0378, -0.4870, -0.3799], [1.8714, -1.3105, -0.0785], [0.9742, 1.6911, 1.1879], [1.1134, 0.0662, 2.0755], [-0.4948, 1.0509, 2.3475], [-0.3648, -1.8408, 1.3047], [-1.6488, -1.7951, -0.0463], [-1.8860, -0.8553, 1.4969]]}